# 1
Formula: C4H13NO3
Source: the OMol25 dataset
Level of theory: ωB97M-V/def2-TZVPD

Calculated values
Lowest unoccupied orbital energy, Eh: 0.019
HOMO energy, eV: -9.744
Energy above the lowest of the compared OMol25 structures with the same formula, charge and spin, eV: 0.911
Kohn-Sham gap, eV: 10.26

The geometry in XYZ format:
```
21
Properties=species:S:1:pos:R:3:forces:R:3:nbo_charge:R:1
N -0.961 0.795 -0.159 -0.4 0.8 0.2 -0.455
C -0.838 -0.571 -0.176 -0.7 -0.4 -0.2 0.659
H -2.495 1.085 1.282 0.1 0.0 0.0 0.188
H -1.081 2.463 -1.461 -0.3 0.0 0.7 0.199
O 3.734 -2.261 0.426 0.0 0.2 -0.2 -0.964
H 0.141 -0.847 1.738 0.1 -0.3 -0.1 0.230
O 2.350 -0.183 -1.087 0.3 0.3 0.1 -0.949
O -0.916 -1.195 -1.217 0.3 -0.1 -0.1 -0.602
C -1.446 1.431 -1.364 0.7 0.6 -0.7 -0.423
H -0.574 -2.336 0.951 0.5 0.0 0.0 0.254
H 4.290 -2.480 -0.335 -0.2 0.0 0.3 0.464
C -0.670 -1.275 1.145 -0.2 0.1 0.3 -0.722
H 3.184 -1.527 0.098 0.2 -0.2 -0.1 0.488
H -0.956 1.008 -2.228 -0.4 -0.8 -0.2 0.238
H -0.796 1.173 1.863 -0.3 0.2 0.2 0.210
H 2.669 0.732 -1.043 -0.3 -0.4 0.0 0.479
H -1.497 2.504 0.944 0.1 0.0 -0.2 0.213
C -1.478 1.424 1.050 0.6 -0.3 0.4 -0.414
H -2.539 1.413 -1.432 0.1 -0.1 -0.2 0.193
H 1.447 -0.177 -0.750 -0.1 0.2 -0.2 0.482
H -1.569 -1.175 1.753 -0.1 0.2 0.0 0.231
```
Positions in Å, forces in eV/Å.



# 2
Formula: C33H48MnO6P4
Source: the OMol25 dataset
Level of theory: ωB97M-V/def2-TZVPD

Calculated values
Lowest unoccupied orbital energy (spin up / spin down), Eh: -0.014 / -0.024
⟨S²⟩: 3.99
Spin multiplicity: 4
HOMO energy (spin up / spin down), eV: -7.089 / -8.038
Kohn-Sham gap (spin up / spin down), eV: 6.72 / 7.39

The geometry in XYZ format:
```
92
Properties=species:S:1:pos:R:3:forces:R:3:nbo_charge:R:1
H 0.770 1.523 -4.535 0.0 0.0 0.0 0.242
O 0.661 -0.729 -3.514 0.0 0.0 -0.1 -1.149
P -1.343 -2.196 1.924 -0.3 -1.1 0.6 1.021
C -2.208 -3.720 -0.214 0.0 0.2 0.1 -0.356
C 3.735 -1.857 -1.395 0.3 -0.1 0.3 0.280
H 5.041 -0.856 -0.008 0.0 0.0 0.0 0.215
P -1.329 -2.416 -1.153 -0.4 -1.0 -0.5 1.073
C -0.169 -3.476 -2.089 0.1 0.3 0.2 -0.949
O 1.610 -0.051 3.558 -0.1 -0.1 0.0 -0.630
Mn -0.447 -0.826 0.284 0.1 0.8 -1.0 0.855
C -3.360 -5.831 -0.077 0.0 0.0 -0.1 -0.213
H -0.742 -4.200 -2.667 0.0 0.0 0.0 0.226
H -0.931 5.781 0.071 0.0 0.0 -0.1 0.211
H -4.811 4.601 5.256 0.0 0.0 0.0 0.212
C -3.817 4.578 4.827 -0.1 0.0 0.0 -0.204
C -2.180 -3.645 1.177 0.0 0.1 -0.2 -0.315
H -3.306 -1.439 3.131 0.0 0.0 0.1 0.249
C 3.146 -2.780 -0.327 -0.2 0.1 -0.2 -0.629
P 1.558 -0.489 -2.368 0.2 0.0 0.0 2.606
H 0.891 2.923 -3.457 0.0 0.0 0.0 0.216
H 0.685 -2.267 3.246 0.0 0.0 -0.1 0.283
H -2.869 0.273 -0.387 0.0 -0.1 0.0 0.192
H -0.258 4.484 3.335 0.0 0.0 0.0 0.205
H 2.901 -3.752 -0.758 0.0 0.0 0.0 0.203
C -0.279 2.501 -0.490 0.0 -0.1 0.0 -0.179
H 2.724 0.011 -4.886 0.0 0.0 -0.1 0.238
C 0.872 0.486 2.755 0.2 0.3 0.2 0.821
C -2.483 -1.987 -2.501 0.1 0.3 0.2 -0.948
H 0.957 4.246 -0.425 0.0 0.0 0.0 0.209
H 2.247 -2.332 0.093 0.0 0.0 0.1 0.212
C -1.257 4.506 3.751 0.0 -0.1 0.0 -0.141
C -2.725 -4.682 1.931 0.0 0.0 0.0 -0.197
H 3.469 -0.064 -0.217 0.0 0.0 0.1 0.232
H -1.823 -1.240 4.080 0.0 0.1 0.0 0.260
H 3.907 3.411 -3.845 0.0 0.0 0.0 0.210
H -2.855 -2.891 -2.980 0.0 0.0 0.0 0.230
H -0.223 -3.801 3.379 -0.1 0.0 0.0 0.226
H -2.689 -4.655 3.012 0.0 0.0 0.0 0.212
C -3.062 5.741 4.753 0.0 0.0 0.0 -0.209
C -1.779 5.696 4.225 0.0 0.1 0.0 -0.230
C 3.596 2.778 -3.013 -0.1 -0.2 0.1 -0.615
H 0.403 -2.841 -2.761 0.0 -0.1 -0.1 0.288
O 0.539 -0.075 1.621 0.2 0.6 0.7 -0.809
H -1.605 0.343 -1.643 0.0 -0.2 0.1 0.218
C 1.434 2.310 -4.179 0.0 -0.2 0.2 -0.643
H 1.739 2.937 -5.017 0.0 0.0 0.0 0.206
H -1.187 6.602 4.167 0.0 0.0 0.0 0.213
O 2.265 0.944 -2.355 -0.1 -0.2 0.1 -0.847
H 0.651 2.224 4.016 0.1 0.0 0.0 0.252
H -3.318 -1.402 -2.120 0.0 0.0 0.0 0.245
H 0.503 -3.998 -1.410 0.0 0.0 0.0 0.238
C 4.853 -2.585 -2.134 -0.2 0.1 -0.1 -0.615
H -1.919 -1.403 -3.231 0.0 0.0 0.0 0.280
H 4.481 2.348 -2.545 0.0 0.0 0.0 0.210
H 4.702 0.079 -1.478 0.0 0.0 0.0 0.211
C -1.823 0.519 -0.584 0.1 -0.3 0.0 -0.610
C -1.105 4.721 -0.061 0.0 0.0 0.1 -0.231
C -3.305 3.390 4.338 0.1 0.0 0.0 -0.201
H -2.821 -4.884 -1.915 0.0 0.0 0.0 0.204
H -2.550 -2.850 3.920 0.0 0.0 0.0 0.228
C -1.562 1.963 -0.331 0.2 0.1 0.0 -0.057
H 3.865 -2.927 0.479 0.0 0.0 0.0 0.217
C 4.272 -0.590 -0.732 -0.2 0.0 -0.2 -0.641
H 5.310 -1.926 -2.874 0.0 0.0 0.0 0.212
H -3.736 -6.565 1.906 0.0 0.0 0.0 0.221
H -3.891 2.479 4.391 -0.1 0.0 0.0 0.213
C 0.104 -3.013 2.700 0.0 0.2 -0.1 -0.942
H -3.224 4.876 0.224 0.0 0.0 0.1 0.213
H -3.622 2.461 0.041 0.0 0.0 0.0 0.207
H 3.716 1.401 -5.379 0.0 0.0 0.0 0.213
C -2.802 -4.816 -0.834 0.0 0.0 0.0 -0.130
O 2.744 -1.574 -2.415 -0.3 0.2 0.1 -0.848
H 4.446 -3.453 -2.654 0.0 0.0 0.0 0.215
C 3.393 0.796 -4.533 -0.1 -0.1 0.2 -0.648
C -2.019 3.333 3.780 -0.1 0.0 -0.1 -0.410
C -0.051 3.858 -0.333 0.0 0.0 0.0 -0.225
H 0.540 1.840 -0.749 0.0 0.0 0.1 0.229
C -2.389 4.208 0.050 0.0 0.1 0.1 -0.211
H 0.734 -3.448 1.923 0.0 0.0 0.0 0.240
C -2.365 -1.906 3.413 0.0 0.4 -0.3 -0.924
H 0.658 2.571 2.258 0.0 0.0 0.0 0.257
C 0.309 1.889 3.038 -0.2 -0.6 -0.4 -0.862
C 2.665 1.684 -3.526 0.2 0.4 -0.5 0.282
H 5.614 -2.913 -1.427 0.0 0.0 0.0 0.209
H 4.269 0.326 -4.083 0.0 0.0 0.0 0.209
H -3.473 6.680 5.102 0.0 0.0 0.0 0.213
O 0.935 -0.542 -0.977 0.1 -0.1 0.2 -1.135
P -1.537 1.784 3.011 0.0 -0.2 0.3 0.632
C -3.315 -5.768 1.308 0.0 0.1 0.1 -0.192
C -2.611 2.843 -0.053 0.1 0.0 -0.1 -0.207
H -3.822 -6.679 -0.567 0.0 0.0 0.0 0.220
H 3.082 3.393 -2.273 0.0 0.0 0.0 0.213
```
Positions in Å, forces in eV/Å.



# 3
Formula: C20H50O10
Source: the OMol25 dataset
Level of theory: ωB97M-V/def2-TZVPD

Calculated values
Lowest unoccupied orbital energy, Eh: 0.023
HOMO energy, eV: -9.455
Energy above the lowest of the compared OMol25 structures with the same formula, charge and spin, eV: 5.576
Kohn-Sham gap, eV: 10.08

The geometry in XYZ format:
```
80
Properties=species:S:1:pos:R:3:forces:R:3:lowdin_charge:R:1
H 30.263 -9.016 4.322 0.1 -0.4 0.1 0.118
H 24.241 -10.264 3.251 0.9 -0.3 0.3 0.071
H 31.234 0.011 12.952 0.2 0.5 -0.9 0.079
H 26.408 -8.004 5.470 0.4 -0.2 -0.1 0.072
O 29.169 -7.775 5.524 1.5 0.8 0.8 -0.200
H 27.351 -9.152 8.063 -0.3 0.1 -0.3 0.091
H 30.487 -6.722 3.336 -0.1 0.6 0.1 0.106
H 30.391 -6.153 5.651 0.4 0.2 0.0 0.079
H 30.503 -5.515 12.827 0.2 0.3 0.3 0.080
H 31.519 -6.442 11.763 0.1 -0.2 -0.2 0.082
H 24.883 -11.496 -1.708 0.0 -0.4 -0.2 0.095
C 30.300 -7.131 6.123 -1.0 0.9 0.2 -0.085
H 28.469 -8.874 4.223 0.2 -0.4 -1.3 0.118
O 26.469 -11.782 -0.550 1.9 0.9 0.1 -0.177
H 27.906 -7.079 0.901 0.3 0.1 -0.2 0.085
C 28.878 1.106 11.544 -0.5 -1.5 2.2 -0.168
H 26.635 -7.494 7.980 0.1 0.0 -0.2 0.065
H 25.153 -3.811 6.262 -0.2 0.2 0.6 0.122
H 24.842 -8.061 4.714 -0.1 0.0 -0.2 0.081
H 30.576 -0.689 8.403 0.1 -0.5 0.6 0.086
H 26.907 -13.125 0.940 0.0 -0.4 -0.1 0.120
H 26.734 -5.074 4.800 0.3 0.4 0.2 0.127
H 28.391 -3.659 8.287 -0.3 -0.8 0.2 0.074
O 28.228 -7.872 9.305 -1.1 2.0 -0.4 -0.184
H 30.052 -7.822 2.118 -0.5 -0.7 0.0 0.119
H 27.304 -6.832 10.738 -0.6 0.5 0.0 0.119
O 29.158 0.010 12.516 0.1 0.5 -1.8 -0.202
C 29.414 -8.334 4.266 0.0 -0.7 -0.7 -0.210
H 23.658 -10.581 1.665 -0.5 0.1 -0.1 0.085
C 29.679 -7.394 3.048 -2.0 0.7 1.5 -0.135
C 28.343 -3.626 7.198 -1.3 1.4 -0.1 -0.064
H 30.871 -7.180 13.229 -0.7 -0.4 -0.3 0.088
H 25.072 -13.223 -1.131 0.3 -0.2 -0.4 0.092
H 26.945 -5.909 1.815 -0.1 0.1 -0.3 0.079
C 26.255 -11.430 1.969 -0.6 1.0 0.0 -0.182
H 24.549 -11.985 -0.049 -0.4 0.0 -0.2 0.068
H 26.204 -7.271 3.871 0.0 0.5 0.0 0.072
H 30.274 1.256 13.759 -0.1 -0.1 0.6 0.089
H 26.712 -11.400 2.959 1.2 -1.2 -0.1 0.120
H 29.566 2.382 10.074 0.0 0.3 -0.2 0.124
C 26.976 -12.057 0.734 -0.6 -0.7 1.1 -0.168
C 29.900 -0.111 9.034 0.1 -0.1 -0.5 -0.122
H 28.640 -4.544 6.690 0.2 0.2 0.2 0.068
H 29.372 0.436 8.253 -0.3 0.9 0.3 0.086
O 28.381 -6.717 2.920 1.1 -0.2 -0.9 -0.244
H 29.152 -0.723 9.538 0.2 -0.3 0.1 0.083
H 31.264 -7.640 6.123 -0.1 -0.5 -0.5 0.091
H 27.188 -6.055 6.243 0.5 0.2 -0.1 0.084
C 27.025 -8.279 8.628 1.2 -0.8 0.0 -0.100
H 30.777 2.099 11.326 0.1 -0.1 -0.1 0.122
H 28.427 1.807 12.247 0.3 1.1 -0.6 0.123
O 25.302 -6.319 5.583 0.6 1.6 -0.1 -0.196
H 30.219 -0.599 14.076 -0.5 0.6 0.8 0.088
H 30.055 -6.956 7.171 -0.2 -0.1 0.0 0.075
H 28.041 -11.838 0.664 -0.1 0.4 0.3 0.124
H 26.129 -10.347 1.962 -0.2 0.4 -1.3 0.105
C 30.638 -6.510 12.402 -0.2 1.3 -0.5 -0.103
O 27.018 -3.180 6.762 0.7 -1.0 0.1 -0.203
C 26.026 -4.225 6.765 1.1 -0.3 -1.8 -0.155
C 26.435 -5.408 5.793 -1.3 -0.9 1.0 -0.159
C 27.958 -6.257 1.614 0.1 -0.1 1.7 -0.079
C 25.727 -7.436 4.837 -0.5 -0.8 0.9 -0.123
H 28.990 -2.771 7.002 0.2 -0.3 -0.6 0.080
H 28.045 0.797 10.913 0.2 -0.5 0.1 0.116
C 23.994 -11.082 2.573 -0.7 -0.4 -0.6 -0.113
O 29.465 -6.794 11.656 0.1 -0.9 0.7 -0.202
C 29.189 -5.920 10.578 -0.4 -1.6 -0.8 -0.182
H 25.856 -4.526 7.799 -0.3 -0.4 -0.1 0.113
H 27.374 -5.915 9.181 0.3 0.1 -0.1 0.092
H 23.192 -11.636 3.060 -0.1 0.0 -0.3 0.091
C 25.198 -12.164 -0.906 -1.6 0.3 1.0 -0.120
C 30.012 1.621 10.714 0.5 -0.3 -0.3 -0.203
C 30.256 0.236 13.377 0.2 -0.9 -0.5 -0.132
O 24.970 -12.031 2.176 0.5 0.4 0.4 -0.211
H 26.226 -8.605 9.294 0.0 0.2 0.4 0.088
H 30.046 -5.945 9.905 0.1 0.1 -0.4 0.111
H 29.079 -4.897 10.936 -0.5 0.2 -0.1 0.117
H 28.551 -5.392 1.315 0.1 -0.2 -0.4 0.085
C 27.911 -6.562 9.874 1.8 -0.8 1.9 -0.152
O 30.703 0.642 9.920 -0.6 0.4 0.3 -0.170
```
Positions in Å, forces in eV/Å.



# 4
Formula: C5H6N2
Source: the OMol25 dataset
Level of theory: ωB97M-V/def2-TZVPD

Calculated values
Lowest unoccupied orbital energy, Eh: 0.028
HOMO energy, eV: -9.442
Energy above the lowest of the compared OMol25 structures with the same formula, charge and spin, eV: 4.134
Kohn-Sham gap, eV: 10.20

The geometry in XYZ format:
```
13
Properties=species:S:1:pos:R:3:forces:R:3:nbo_charge:R:1
H 2.874 0.468 0.579 -1.4 -0.4 -1.2 0.245
C 1.082 -0.610 -0.064 -2.6 -0.9 -0.2 0.299
C 2.178 0.302 -0.338 1.3 0.7 3.8 -0.682
C -1.461 -0.177 -0.082 -2.2 1.2 0.7 0.191
C -0.339 -0.932 -0.513 2.9 -1.1 -0.5 -0.226
H 1.924 1.273 -0.673 -0.7 0.7 -0.4 0.248
H -0.369 -1.450 -1.485 -0.5 0.4 0.5 0.213
H -1.758 1.643 1.214 -0.6 -1.1 -0.5 0.177
C -2.186 0.636 0.928 1.4 1.1 -1.7 -0.321
H -2.951 0.280 1.568 -0.3 -0.7 0.6 0.194
N 0.666 -1.667 0.467 -0.1 1.3 -0.3 -0.269
N -2.480 0.374 -0.599 1.2 -0.1 1.2 -0.320
H 2.818 -0.140 -1.002 1.5 -1.1 -2.1 0.252
```
Positions in Å, forces in eV/Å.



# 5
Formula: C3H6BrF2N
Source: the OMol25 dataset
Level of theory: ωB97M-V/def2-TZVPD

Calculated values
Lowest unoccupied orbital energy, Eh: 0.030
HOMO energy, eV: -9.214
Energy above the lowest of the compared OMol25 structures with the same formula, charge and spin, eV: 1.466
Kohn-Sham gap, eV: 10.03

The geometry in XYZ format:
```
13
Properties=species:S:1:pos:R:3:forces:R:3:nbo_charge:R:1
F -1.647 1.830 -0.920 1.0 -0.2 0.5 -0.365
C -1.544 -0.396 0.560 1.6 4.3 -2.9 -0.100
F -0.861 2.135 1.073 0.3 0.2 0.6 -0.339
H 1.207 2.068 -0.533 0.1 1.8 0.3 0.234
H -0.575 -2.042 0.739 0.5 -2.9 1.8 0.373
H 0.768 0.859 -1.532 -0.8 -0.8 -1.2 0.239
N -0.710 -1.388 0.067 -1.6 1.3 -4.3 -0.831
C -0.768 1.315 0.026 -2.2 -2.3 -0.8 0.701
H -1.047 -1.732 -0.886 1.0 0.3 2.0 0.390
C 0.616 1.199 -0.548 0.4 -1.0 1.9 -0.714
Br -3.358 -0.137 -0.094 -0.2 -0.9 0.1 -0.011
H 1.186 0.533 0.102 -0.1 -0.3 0.0 0.232
H -1.610 -0.459 1.587 0.0 0.4 2.2 0.191
```
Positions in Å, forces in eV/Å.



Number 1: energy -440.68172 Eh. Number 2: energy -4254.27425 Eh. Number 3: energy -1544.08516 Eh. Number 4: energy -303.48414 Eh. Number 5: energy -2946.35708 Eh.